(1)
{
  "formula": "C4H15N3O",
  "method": "ωB97M-V with the def2-TZVPD basis set",
  "e_above_lowest_kcal_mol": 38.9,
  "total_energy_ha": -400.29152,
  "charge": 2,
  "homo_lumo_gap_ev": 9.608,
  "elements": ["C", "C", "C", "C", "N", "N", "N", "H", "H", "H", "H", "H", "H", "H", "H", "H", "H", "H", "H", "H", "H", "H", "O"],
  "positions_angstrom": [[1.18, 1.54, -0.53], [0.98, 0.26, 0.31], [-0.36, -0.02, 0.86], [-1.29, 0.87, 1.27], [-2.57, 0.68, 1.60], [-0.58, -1.50, 1.12], [0.60, 1.38, -1.96], [0.96, 2.52, -0.13], [2.26, 1.47, -0.68], [1.28, -0.57, -0.34], [1.78, 0.33, 1.06], [-0.94, 1.90, 1.29], [-3.21, 1.35, 1.99], [-3.02, -0.22, 1.60], [-1.57, -1.70, 1.29], [-0.16, -1.64, 2.04], [-0.20, -2.20, 0.47], [0.35, 0.39, -2.00], [-0.25, 1.96, -2.10], [1.27, 1.74, -2.63], [1.95, -2.81, -1.29], [0.50, -3.15, -1.89], [1.02, -2.59, -1.32]]
}

(2)
{
  "formula": "C4H15N4",
  "method": "ωB97M-V with the def2-TZVPD basis set",
  "e_above_lowest_kcal_mol": 29.9,
  "total_energy_ha": -380.18952,
  "charge": 1,
  "homo_lumo_gap_ev": 9.343,
  "elements": ["C", "C", "N", "N", "H", "H", "H", "H", "H", "H", "H", "H", "C", "N", "C", "N", "H", "H", "H", "H", "H", "H", "H"],
  "positions_angstrom": [[-2.01, 0.75, 1.05], [-1.33, 1.20, -0.24], [-2.02, 2.37, -0.79], [-1.30, -0.40, 1.68], [-2.11, 1.62, 1.73], [-3.05, 0.48, 0.78], [-0.24, 1.41, -0.01], [-1.33, 0.38, -0.94], [-1.63, 2.58, -1.69], [-1.85, 3.18, -0.20], [-0.82, -0.05, 2.49], [-2.01, -1.06, 2.08], [2.42, -0.63, 1.21], [2.25, -1.06, -0.18], [1.11, -1.09, -0.83], [0.98, -1.42, -2.11], [2.91, 0.36, 1.23], [3.03, -1.32, 1.73], [1.42, -0.56, 1.69], [3.09, -1.29, -0.70], [0.21, -0.81, -0.31], [1.78, -1.56, -2.74], [0.08, -1.27, -2.52]]
}